1.
This record from the OMol25 dataset describes 10 unconnected molecules or ions with the total composition C30H78N10O10 in a non-equilibrium geometry. The level of theory is ωB97M-V/def2-TZVPD.

```
! wB97M-V def2-TZVPD RIJCOSX def2/J DEFGRID3
* xyz 0 1
C -3.71 2.64 -1.44
O -3.40 3.33 -0.45
N -3.27 2.99 -2.64
N -4.68 1.66 -1.41
H -2.60 3.75 -2.51
H -3.38 2.52 -3.53
H -4.56 0.91 -2.04
H -4.81 1.24 -0.51
C -1.12 0.34 -0.16
O -1.95 -0.35 0.48
N -0.52 -0.05 -1.27
N -0.76 1.54 0.28
H -0.79 -0.96 -1.48
H 0.40 0.18 -1.56
H -0.82 1.73 1.24
H -0.15 2.12 -0.21
C -1.75 5.04 0.90
O -0.65 4.74 0.38
N -2.04 4.65 2.13
N -2.60 5.93 0.30
H -1.41 3.98 2.57
H -3.01 4.59 2.35
H -2.36 5.97 -0.59
H -3.56 5.79 0.50
C -3.73 0.14 -4.75
O -3.57 1.37 -4.90
N -4.89 -0.45 -5.12
N -2.73 -0.63 -4.27
H -5.15 -1.29 -4.62
H -5.51 0.27 -5.49
H -2.87 -1.60 -4.03
H -2.08 -0.11 -3.68
C 1.83 -3.03 -1.36
C 2.83 -2.37 -2.30
C 2.72 -3.07 -3.65
C 3.24 -2.25 -4.80
C 2.60 -0.85 -4.89
C 2.82 -0.05 -3.57
N 2.28 -0.88 -2.49
O 2.39 -0.11 -1.30
C 4.27 0.51 -3.44
C 1.86 1.06 -3.62
C 4.20 -2.37 -1.67
H 2.16 -2.81 -0.36
H 1.84 -4.15 -1.56
H 0.79 -2.61 -1.45
H 3.11 -4.12 -3.68
H 1.67 -3.31 -3.85
H 3.11 -2.91 -5.66
H 4.34 -2.15 -4.66
H 1.50 -0.78 -5.15
H 3.05 -0.25 -5.71
H 4.53 1.22 -2.63
H 4.99 -0.27 -3.84
H 4.31 1.17 -4.27
H 1.99 1.70 -4.53
H 0.84 0.67 -3.64
H 1.95 1.76 -2.78
H 4.14 -1.89 -0.71
H 4.91 -1.76 -2.34
H 4.69 -3.39 -1.59
H 3.32 -0.08 -0.91
C 1.38 -2.07 4.84
C 2.21 -1.18 3.97
C 1.98 0.29 4.37
C 2.81 1.32 3.63
C 4.29 0.94 3.70
C 4.60 -0.52 3.29
N 3.64 -1.40 4.01
O 3.87 -2.71 3.41
C 4.73 -0.62 1.79
C 5.97 -0.87 3.83
C 1.66 -1.43 2.56
H 1.72 -2.03 5.87
H 1.34 -3.09 4.52
H 0.33 -1.74 4.86
H 0.92 0.49 4.30
H 2.17 0.18 5.41
H 2.76 2.27 4.14
H 2.47 1.32 2.61
H 4.79 1.11 4.69
H 4.91 1.59 3.03
H 3.97 -0.04 1.26
H 5.69 -0.19 1.53
H 4.69 -1.72 1.43
H 6.42 -1.68 3.33
H 6.66 -0.02 3.76
H 5.93 -1.16 4.93
H 0.57 -1.35 2.53
H 1.96 -2.36 2.06
H 1.96 -0.59 1.88
H 3.75 -3.43 4.07
C -7.34 -2.16 -1.44
C -6.13 -2.82 -2.13
O -5.02 -1.96 -2.22
H -6.95 -2.03 -0.48
H -8.18 -2.90 -1.53
H -7.58 -1.19 -1.86
H -6.39 -3.00 -3.16
H -6.00 -3.68 -1.52
H -4.95 -1.59 -1.34
C 3.06 4.83 -0.13
C 2.81 3.34 0.31
O 1.49 3.31 0.95
H 2.12 5.22 -0.64
H 3.85 4.85 -0.90
H 3.40 5.46 0.72
H 3.67 3.13 0.96
H 2.86 2.59 -0.50
H 1.04 4.14 0.75
C -4.21 0.77 4.95
C -3.70 0.89 3.54
O -2.32 0.77 3.45
H -3.79 1.59 5.57
H -3.92 -0.19 5.39
H -5.34 0.87 4.93
H -4.08 1.77 3.04
H -4.14 -0.01 3.01
H -2.11 0.43 2.59
C -3.92 -3.85 0.91
C -4.36 -2.51 1.50
O -4.45 -1.51 0.49
H -3.62 -4.51 1.73
H -2.95 -3.68 0.44
H -4.58 -4.27 0.21
H -3.76 -2.21 2.41
H -5.37 -2.71 1.89
H -3.56 -1.06 0.44
*
```

SMILES: CC1(C)CCCC(C)(C)N1O.CC1(C)CCCC(C)(C)N1O.NC(N)=O.NC(N)=O.NC(N)=O.NC(N)=O.CCO.CCO.CCO.CCO
Gap between HOMO and LUMO (hartree): 0.3323
LUMO energy (eV): 0.48
Total energy (eV): -67750.63558
E_HOMO (Ha): -0.3146


2.
This record from the OMol25 dataset describes a molecular structure, C27H38B2CaF8O24 in a non-equilibrium geometry. The level of theory is ωB97M-V/def2-TZVPD.

```
! wB97M-V def2-TZVPD RIJCOSX def2/J DEFGRID3
* xyz 0 1
Ca 1.23 2.27 -0.22
B -0.24 0.15 0.32
F -1.11 -0.90 0.50
F -0.46 0.84 -0.85
F -0.37 1.09 1.34
F 1.10 -0.26 0.33
B 1.94 1.84 -2.88
F 2.98 2.79 -2.92
F 1.75 1.37 -4.16
F 2.13 0.90 -1.90
F 0.78 2.56 -2.53
C -0.61 -1.98 -2.76
C 0.52 -2.53 -1.91
O 1.40 -2.98 -2.90
C 1.20 -2.35 -4.06
O 1.82 -2.57 -5.05
O 0.07 -1.58 -3.96
H -1.09 -1.12 -2.30
H -1.40 -2.70 -2.98
H 0.12 -3.31 -1.28
H 0.87 -1.74 -1.24
C 3.43 -3.81 0.71
C 3.19 -2.51 1.57
O 4.13 -1.59 0.93
C 4.57 -2.10 -0.24
O 5.28 -1.50 -1.00
O 4.25 -3.37 -0.37
H 2.46 -4.15 0.35
H 3.95 -4.58 1.27
H 3.68 -2.66 2.52
H 2.21 -2.05 1.54
C -4.14 -0.06 0.05
C -3.65 1.30 0.58
O -4.21 2.23 -0.35
C -5.10 1.60 -1.16
O -5.74 2.16 -1.99
O -5.06 0.28 -0.99
H -4.71 -0.53 0.85
H -3.33 -0.66 -0.35
H -2.57 1.38 0.53
H -4.07 1.47 1.57
C -3.05 -6.19 -1.35
C -3.91 -6.15 -0.06
O -3.65 -4.85 0.43
C -2.53 -4.35 -0.12
O -1.88 -3.45 0.31
O -2.19 -5.06 -1.21
H -3.62 -6.02 -2.26
H -2.40 -7.06 -1.26
H -3.50 -6.91 0.62
H -4.96 -6.33 -0.28
C -0.48 4.28 4.76
C 0.91 4.90 4.93
O 1.54 4.62 3.67
C 0.79 3.73 2.99
O 1.20 3.20 2.00
O -0.37 3.44 3.59
H -1.27 5.02 4.59
H -0.87 3.67 5.57
H 1.49 4.41 5.71
H 0.82 5.97 5.06
C 6.96 2.83 -1.58
C 6.36 1.74 -0.70
C 6.68 1.83 0.77
O 5.45 1.48 1.37
C 4.44 1.69 0.54
O 3.28 1.68 0.85
O 4.92 1.98 -0.67
H 6.45 2.93 -2.53
H 8.02 2.63 -1.77
H 6.95 3.75 -1.01
H 6.46 0.75 -1.14
H 7.01 2.80 1.14
H 7.49 1.13 0.97
C -1.14 0.58 4.50
C -2.05 -0.53 4.11
C -1.35 -1.80 3.53
O -1.51 -2.80 4.53
C -2.30 -2.37 5.51
O -2.71 -3.05 6.41
O -2.53 -1.07 5.37
H -1.68 1.51 4.68
H -0.48 0.85 3.67
H -0.53 0.42 5.39
H -2.77 -0.25 3.34
H -0.33 -1.61 3.19
H -1.89 -2.32 2.72
C -3.14 3.78 -4.11
C -2.94 2.40 -4.75
C -1.99 1.51 -3.97
O -2.70 0.27 -3.95
C -3.95 0.42 -4.44
O -4.76 -0.45 -4.44
O -4.18 1.71 -4.79
H -3.84 4.42 -4.64
H -2.17 4.29 -4.19
H -3.40 3.60 -3.07
H -2.55 2.56 -5.76
H -1.89 1.90 -2.95
H -1.03 1.31 -4.43
*
```

Gap between HOMO and LUMO (hartree): 0.3487
LUMO energy (eV): -0.63
Total energy (eV): -119304.03861
E_HOMO (Ha): -0.3719


3.
This record from the OMol25 dataset describes a molecular structure, C2H12BrMnO4 in a non-equilibrium geometry. The level of theory is ωB97M-V/def2-TZVPD.

```
! wB97M-V def2-TZVPD RIJCOSX def2/J DEFGRID3
* xyz 1 6
Mn 0.87 0.15 2.38
Br -0.26 -0.07 0.50
C 1.84 2.23 -0.89
O 1.70 0.84 -1.29
H 1.77 2.36 0.19
H 2.77 2.66 -1.26
H 1.21 2.88 -1.49
H 0.86 0.59 -0.90
C 0.47 -3.10 0.12
O 1.08 -2.07 -0.68
H -0.56 -3.27 -0.18
H 0.98 -4.05 -0.05
H 0.63 -2.71 1.12
H 0.57 -1.30 -0.42
O -2.37 0.88 -0.73
H -2.90 0.09 -0.85
H -1.54 0.57 -0.36
O -2.33 1.27 1.94
H -3.15 1.11 1.47
H -1.65 0.93 1.36
*
```

Expectation value of S²: 8.76
Gap between HOMO and LUMO (alpha / beta) (hartree): 0.2175 / 0.2093
Relative energy (zero: lowest compared OMol25 entry of this formula, charge and spin) (kJ/mol): 240.41
LUMO energy (alpha / beta) (eV): -7.87 / -8.07
Total energy (eV): -111808.09377
E_HOMO (alpha / beta) (Ha): -0.5065 / -0.5059


4.
This record from the OMol25 dataset describes a molecular structure, C5H7NO. The level of theory is ωB97M-V/def2-TZVPD.

```
! wB97M-V def2-TZVPD RIJCOSX def2/J DEFGRID3
* xyz 0 1
O -1.51 -2.36 -0.23
C -0.40 -1.73 -0.26
C -0.68 -0.44 -0.77
C -0.73 0.82 0.01
C 0.40 0.98 1.02
C 1.34 0.69 -0.18
N 0.19 0.66 -1.14
H 0.51 -2.25 0.02
H -1.90 -1.34 -0.78
H -1.62 1.46 -0.03
H 0.42 0.31 1.88
H 0.50 2.01 1.37
H 1.91 -0.24 -0.15
H 2.02 1.51 -0.42
*
```

Gap between HOMO and LUMO (hartree): 0.3166
Relative energy (zero: lowest compared OMol25 entry of this formula, charge and spin) (kJ/mol): 556.40
LUMO energy (eV): 0.22
Total energy (eV): -8830.43613
E_HOMO (Ha): -0.3085


5.
This record from the OMol25 dataset describes a molecular structure, C37H31N3OPtS4Sb. The level of theory is ωB97M-V/def2-TZVPD.

```
! wB97M-V def2-TZVPD RIJCOSX def2/J DEFGRID3
* xyz 3 5
Pt 0.08 0.77 -1.60
S 0.07 0.85 0.86
Sb -1.09 -1.19 1.26
C -2.95 -0.65 2.05
C -3.37 0.68 1.96
C -4.59 1.02 2.54
C -5.34 0.05 3.20
C -4.90 -1.26 3.29
C -3.69 -1.63 2.71
C -0.11 -2.57 2.47
C 0.31 -3.77 1.89
C 0.89 -4.73 2.71
C 1.04 -4.48 4.07
C 0.61 -3.28 4.63
C 0.03 -2.31 3.83
C -1.14 -1.87 -0.73
C 0.03 -1.64 -1.49
C 0.03 -2.01 -2.84
C -1.11 -2.53 -3.43
C -2.25 -2.74 -2.67
C -2.28 -2.40 -1.31
H -2.76 1.44 1.48
H -4.94 2.04 2.48
H -6.29 0.33 3.66
H -5.49 -2.00 3.81
H -3.35 -2.65 2.78
H 0.18 -3.96 0.83
H 1.22 -5.67 2.28
H 1.49 -5.24 4.71
H 0.72 -3.10 5.69
H -0.32 -1.38 4.27
H 0.98 -1.53 -0.98
H 0.95 -1.89 -3.42
H -1.10 -2.81 -4.48
H -3.13 -3.19 -3.12
H -3.18 -2.56 -0.73
O 2.20 1.20 -1.42
C 2.91 1.45 -0.26
C 4.39 1.59 -0.67
C 4.94 1.33 -1.93
C 6.29 1.57 -1.97
C 6.79 2.04 -0.72
S 5.61 2.18 0.46
C 2.60 2.82 0.35
C 2.24 3.28 1.59
C 2.17 4.70 1.66
C 2.50 5.30 0.48
S 2.88 4.16 -0.72
C 2.98 0.23 0.68
C 3.18 -1.06 0.15
C 3.48 -2.02 1.11
C 3.53 -1.48 2.39
S 3.22 0.17 2.42
H 4.34 0.97 -2.77
H 6.93 1.40 -2.83
H 7.82 2.32 -0.50
H 1.99 2.66 2.44
H 1.88 5.26 2.55
H 2.53 6.36 0.27
H 3.19 -1.23 -0.92
H 3.69 -3.06 0.90
H 3.75 -2.01 3.32
N -6.74 2.10 -4.54
C -5.70 1.83 -4.11
C -4.42 1.47 -3.56
C -3.29 1.41 -4.37
C -2.08 1.06 -3.80
N -1.95 0.77 -2.49
C -3.04 0.83 -1.72
C -4.29 1.17 -2.21
H -3.35 1.62 -5.43
H -1.19 0.97 -4.42
H -2.92 0.58 -0.68
H -5.15 1.20 -1.55
N 0.17 2.93 -2.36
H 0.11 2.98 -3.37
H 1.10 3.22 -2.09
H -0.49 3.59 -1.98
*
```

Expectation value of S²: 6.04
Gap between HOMO and LUMO (alpha / beta) (hartree): 0.2818 / 0.1736
LUMO energy (alpha / beta) (eV): -7.78 / -11.45
Total energy (eV): -98485.01777
E_HOMO (alpha / beta) (Ha): -0.5677 / -0.5942


6.
This record from the OMol25 dataset describes a molecular structure, C27H26Cl2F2GdN5S2 in a non-equilibrium geometry. The level of theory is ωB97M-V/def2-TZVPD.

```
! wB97M-V def2-TZVPD RIJCOSX def2/J DEFGRID3
* xyz 2 8
Gd 0.44 0.53 0.12
C 1.63 -0.96 3.23
C 0.20 -0.58 3.40
C -0.32 -0.40 4.69
C -1.63 0.02 4.84
C -2.40 0.22 3.70
C -1.84 -0.03 2.45
N -0.55 -0.40 2.31
C -2.65 0.08 1.22
C -4.04 0.03 1.26
C -4.75 0.13 0.07
C -4.05 0.22 -1.12
C -2.65 0.20 -1.11
N -1.98 0.16 0.06
C -1.85 0.16 -2.35
C -2.44 0.10 -3.61
C -1.64 0.06 -4.74
C -0.27 0.09 -4.59
C 0.27 0.18 -3.30
C 1.74 0.31 -3.09
N -0.50 0.20 -2.21
H 1.86 -1.84 3.83
H 2.27 -0.15 3.58
H 1.85 -1.16 2.18
H 0.31 -0.58 5.55
H -2.05 0.21 5.82
H -3.40 0.60 3.80
H -4.57 -0.10 2.18
H -5.83 0.13 0.07
H -4.60 0.30 -2.04
H -3.51 0.08 -3.73
H -2.09 0.01 -5.72
H 0.39 0.05 -5.44
H 2.26 0.49 -4.03
H 2.15 -0.60 -2.64
H 1.93 1.16 -2.41
C 4.33 1.81 -0.49
C 4.07 0.36 -0.32
N 2.90 -0.23 -0.24
C 3.05 -1.61 -0.13
C 4.35 -2.03 -0.10
S 5.42 -0.71 -0.23
C 1.90 -2.50 -0.10
C 1.99 -3.87 -0.09
S 0.45 -4.59 -0.11
C -0.26 -3.02 -0.14
N 0.60 -2.03 -0.13
C -1.74 -2.90 -0.17
H 3.57 2.30 -1.10
H 5.29 1.95 -0.97
H 4.36 2.31 0.47
H 4.72 -3.03 -0.02
H 2.88 -4.47 -0.06
H -2.19 -3.88 -0.26
H -2.06 -2.29 -1.01
H -2.10 -2.44 0.75
Cl -0.79 2.88 -1.29
C -0.81 4.57 -0.72
Cl 0.84 5.11 -0.39
H -1.40 4.62 0.19
H -1.24 5.18 -1.51
F 1.66 2.34 0.37
C 1.23 2.05 1.76
F -0.21 2.23 1.53
H 1.51 2.97 2.29
*
```

Expectation value of S²: 16.12
Gap between HOMO and LUMO (alpha / beta) (hartree): 0.1569 / 0.2326
Relative energy (zero: lowest compared OMol25 entry of this formula, charge and spin) (kJ/mol): 500.17
LUMO energy (alpha / beta) (eV): -6.05 / -7.96
Total energy (eV): -108840.66078
E_HOMO (alpha / beta) (Ha): -0.3793 / -0.5251